P:
{"formula": "C2H2N2O2S", "method": "ωB97M-V/def2-TZVPD", "charge": 0, "homo_ev": [-8.6, -10.7], "homo_lumo_gap_ev": [6.28, 9.30], "elements": ["C", "C", "N", "N", "O", "O", "S", "H", "H"], "xyz": [[-1.070, -1.059, -0.091], [-1.225, 0.161, 0.575], [-1.031, -2.080, -0.638], [1.846, -0.114, 0.212], [1.736, 0.761, -0.596], [2.769, -0.900, 0.411], [-0.963, 1.730, -0.235], [-1.481, 0.423, 1.679], [-0.581, 1.079, -1.317]], "lowdin_charge": [-0.376, -0.478, 0.155, -0.156, 0.020, 0.084, 0.790, 0.089, -0.127]}

Q:
{"formula": "C2H2N2O2S", "method": "ωB97M-V/def2-TZVPD", "charge": 0, "homo_ev": [-10.7, -9.6], "homo_lumo_gap_ev": [8.12, 8.08], "elements": ["C", "C", "N", "N", "O", "O", "S", "H", "H"], "xyz": [[0.309, -1.370, 0.756], [0.348, -0.269, -0.040], [0.179, -2.282, 1.428], [-0.865, 0.641, 0.041], [-1.850, 0.204, 0.592], [-0.690, 1.810, -0.200], [1.811, 0.445, -0.338], [-0.462, -0.989, -1.860], [1.219, 1.811, -0.378]], "lowdin_charge": [-0.326, -0.712, 0.221, -0.422, 0.095, 0.014, 0.895, 0.211, 0.024]}

Taking the most stable structure as the zero point, the relative energies in kcal/mol are P 0.0; Q 45.6.

P:
{"formula": "C3H7N2O", "method": "ωB97M-V/def2-TZVPD", "charge": 1, "homo_ev": -14.6, "homo_lumo_gap_ev": 11.56, "elements": ["C", "C", "N", "C", "N", "H", "H", "H", "H", "H", "H", "H", "O"], "xyz": [[1.591, 0.153, -0.778], [1.197, -1.132, -0.582], [0.340, -1.102, 0.487], [0.198, 0.137, 0.943], [0.953, 0.911, 0.173], [2.267, 0.566, -1.501], [1.455, -2.021, -1.128], [-0.112, -1.890, 0.916], [-0.503, 0.440, 1.698], [1.089, 1.910, 0.260], [-2.908, 0.031, -0.588], [-3.096, 1.370, 0.097], [-2.470, 0.626, 0.002]], "lowdin_charge": [-0.019, -0.017, 0.118, -0.064, 0.124, 0.137, 0.138, 0.183, 0.157, 0.188, 0.033, 0.071, -0.050]}

Q:
{"formula": "C3H7N2O", "method": "ωB97M-V/def2-TZVPD", "charge": 1, "homo_ev": -14.3, "homo_lumo_gap_ev": 10.62, "elements": ["C", "C", "N", "C", "N", "H", "H", "H", "H", "H", "H", "H", "O"], "xyz": [[1.999, -0.457, -0.351], [1.271, 0.509, -1.021], [-0.044, 0.248, -0.899], [-0.229, -0.686, 0.052], [1.076, -1.225, 0.219], [3.075, -0.497, -0.422], [1.655, 1.356, -1.588], [-0.650, 0.941, -1.224], [-1.175, -1.181, 0.362], [1.323, -2.048, 0.768], [-2.802, 1.260, 2.047], [-3.119, 0.698, 0.842], [-2.380, 1.083, 1.213]], "lowdin_charge": [-0.040, -0.042, 0.119, 0.018, 0.104, 0.146, 0.147, 0.157, 0.164, 0.186, 0.055, 0.000, -0.015]}

Taking the most stable structure as the zero point, the relative energies in kcal/mol are P 0.0; Q 21.7.